The following is a DFT calculation (ωB97M-V with the def2-TZVPD basis set) of a molecular structure, C6H13N3.

Each line ends with the Mulliken charge.
Geometry (Å):
1 C -0.50 1.98 -0.65  -0.913
2 C 0.11 0.51 -1.10  -0.109
3 C -1.20 -0.23 -0.77  -0.089
4 C -0.26 -0.63 0.56  0.025
5 C 0.18 -1.97 1.28  -1.610
6 C 1.84 0.66 0.61  -0.018
7 H -1.11 2.44 -1.55  0.271
8 H -1.12 1.65 0.36  0.219
9 H 0.41 2.83 -0.48  0.283
10 H 0.41 0.66 -2.28  0.262
11 H -2.11 0.52 -0.60  0.185
12 H -1.17 -1.22 -2.59  0.260
13 H -1.93 -2.12 -1.10  0.244
14 H -0.67 0.20 1.37  0.123
15 H 0.89 -1.50 2.19  0.275
16 H -0.62 -2.37 1.61  0.571
17 H 0.50 -2.66 0.57  0.394
18 H 2.05 1.57 0.07  0.347
19 H 2.77 0.83 2.39  0.235
20 N -1.21 -1.51 -1.55  -0.505
21 N 0.78 0.05 -0.14  0.111
22 N 1.96 0.33 1.81  -0.560

Values from the calculation:
relative energy (zero: lowest compared OMol25 entry of this formula, charge and spin): 7.058 eV
molar mass: 127.19 g/mol
LUMO: 1.00 eV
HOMO energy: -8.17 eV
Kohn-Sham gap: 9.176 eV

***

The following is a DFT calculation (ωB97M-V with the def2-TZVPD basis set) of 15 unconnected molecules or ions with the total composition C39H90B3F21N9O15.

Each line ends with the Mulliken charge.
Geometry (Å):
1 C 5.84 -0.82 -7.40  -1.025
2 C 7.07 -1.75 -7.24  0.507
3 O 8.05 -1.61 -7.90  -0.363
4 N 7.03 -2.52 -5.91  -0.235
5 H 7.44 -1.97 -5.18  0.364
6 H 6.10 -2.64 -5.54  0.417
7 C 7.57 -3.98 -6.05  -0.793
8 H 5.89 -0.50 -8.45  0.319
9 H 5.80 -0.01 -6.68  0.344
10 H 4.98 -1.46 -7.22  0.384
11 H 6.91 -4.54 -6.72  0.335
12 H 7.56 -4.32 -5.02  0.369
13 H 8.59 -3.86 -6.42  0.359
14 C 5.93 -1.05 3.93  -1.026
15 C 5.04 -2.20 4.14  0.508
16 O 5.11 -3.08 5.04  -0.468
17 N 3.91 -2.33 3.25  -0.019
18 H 3.98 -1.65 2.51  0.330
19 H 3.91 -3.22 2.76  0.357
20 C 2.60 -2.20 3.95  -0.848
21 H 5.38 -0.12 4.01  0.399
22 H 6.59 -1.20 3.08  0.336
23 H 6.49 -1.00 4.87  0.345
24 H 2.37 -3.02 4.63  0.343
25 H 1.75 -2.16 3.27  0.358
26 H 2.56 -1.24 4.48  0.382
27 C 2.84 -10.86 -4.01  -1.059
28 C 4.14 -11.61 -4.25  0.567
29 O 5.15 -11.00 -4.52  -0.410
30 N 4.12 -13.15 -4.06  -0.198
31 H 3.20 -13.37 -3.71  0.375
32 H 4.25 -13.58 -4.97  0.361
33 C 5.31 -13.58 -3.11  -0.734
34 H 2.45 -11.17 -3.04  0.381
35 H 2.06 -11.10 -4.74  0.354
36 H 3.11 -9.81 -3.94  0.313
37 H 6.12 -13.34 -3.81  0.369
38 H 5.13 -14.65 -3.02  0.359
39 H 5.28 -13.06 -2.16  0.324
40 C -4.32 -3.65 -9.96  -0.896
41 C -4.97 -3.27 -11.31  0.511
42 O -4.87 -2.19 -11.88  -0.412
43 N -5.77 -4.36 -12.02  -0.153
44 H -5.96 -5.00 -11.26  0.349
45 H -6.64 -4.03 -12.41  0.372
46 C -4.98 -4.87 -13.26  -0.821
47 H -4.78 -2.93 -9.28  0.307
48 H -3.25 -3.50 -9.90  0.312
49 H -4.48 -4.70 -9.70  0.364
50 H -5.74 -5.38 -13.85  0.372
51 H -4.17 -5.56 -13.02  0.322
52 H -4.70 -4.06 -13.93  0.373
53 C -2.01 6.10 9.51  -0.898
54 C -0.58 6.38 9.19  0.465
55 O 0.20 6.73 10.07  -0.386
56 N -0.09 5.89 7.81  -0.146
57 H 0.90 5.85 8.00  0.410
58 H -0.30 4.93 7.58  0.341
59 C -0.60 6.76 6.65  -0.798
60 H -2.61 5.71 8.69  0.301
61 H -2.47 6.99 9.94  0.319
62 H -2.17 5.40 10.33  0.335
63 H 0.07 6.59 5.80  0.372
64 H -0.49 7.81 6.91  0.371
65 H -1.61 6.52 6.32  0.311
66 C -4.10 10.27 -0.88  -1.026
67 C -2.94 9.33 -1.34  0.570
68 O -2.38 8.53 -0.60  -0.403
69 N -2.42 9.42 -2.83  -0.127
70 H -2.88 10.13 -3.38  0.358
71 H -1.42 9.51 -2.90  0.381
72 C -2.67 8.03 -3.42  -0.930
73 H -4.32 10.07 0.17  0.334
74 H -5.01 10.28 -1.48  0.351
75 H -3.69 11.28 -0.82  0.360
76 H -2.25 7.15 -2.94  0.372
77 H -2.21 7.97 -4.41  0.386
78 H -3.71 7.82 -3.65  0.373
79 C -6.34 -8.09 -1.60  -1.031
80 C -5.14 -9.07 -1.42  0.503
81 O -4.28 -9.11 -2.34  -0.473
82 N -5.08 -9.85 -0.14  -0.068
83 H -5.71 -9.36 0.47  0.369
84 H -5.45 -10.78 -0.28  0.361
85 C -3.63 -9.94 0.43  -0.760
86 H -6.30 -7.42 -0.74  0.395
87 H -7.32 -8.57 -1.65  0.365
88 H -6.10 -7.46 -2.45  0.301
89 H -3.65 -10.04 1.51  0.397
90 H -3.15 -8.97 0.35  0.334
91 H -3.16 -10.79 -0.06  0.299
92 C -5.69 0.37 2.24  -1.090
93 C -6.85 0.65 3.10  0.653
94 O -7.57 1.63 2.91  -0.407
95 N -7.28 -0.31 4.26  -0.201
96 H -7.30 -1.29 4.01  0.410
97 H -6.54 -0.26 4.94  0.359
98 C -8.61 0.17 4.92  -0.777
99 H -5.79 0.82 1.25  0.326
100 H -5.47 -0.67 2.03  0.370
101 H -4.77 0.76 2.67  0.311
102 H -8.86 -0.46 5.77  0.357
103 H -9.44 0.05 4.23  0.355
104 H -8.41 1.16 5.32  0.332
105 C 13.04 5.88 -0.28  -1.105
106 C 11.75 5.25 -0.12  0.583
107 O 11.22 5.28 0.98  -0.394
108 N 11.01 4.65 -1.29  -0.156
109 H 11.43 4.98 -2.15  0.391
110 H 11.22 3.67 -1.41  0.353
111 C 9.50 4.94 -1.26  -0.735
112 H 13.80 5.13 -0.48  0.354
113 H 13.35 6.48 0.57  0.323
114 H 13.10 6.43 -1.22  0.368
115 H 9.47 6.01 -1.09  0.358
116 H 9.07 4.34 -0.45  0.321
117 H 8.99 4.74 -2.20  0.341
118 C 0.90 -1.32 -2.16  0.003
119 O 0.76 -0.38 -1.10  -0.207
120 O 2.08 -2.05 -1.94  -0.972
121 C -0.47 -2.25 -2.35  0.713
122 F -1.57 -1.54 -2.79  -0.290
123 F -0.34 -3.28 -3.18  -0.247
124 F -0.95 -2.70 -1.14  -0.264
125 C 1.64 0.78 -1.00  -0.231
126 C 1.01 1.72 -0.06  -1.132
127 H 1.70 2.56 -0.01  0.394
128 H 0.11 2.22 -0.41  0.314
129 H 0.87 1.30 0.94  0.244
130 H 1.95 1.35 -1.87  0.345
131 H 2.53 0.43 -0.48  0.151
132 H 1.10 -0.69 -3.02  0.185
133 C -11.98 -1.27 -1.48  -0.081
134 O -11.28 -1.40 -2.67  -0.283
135 O -13.26 -0.85 -1.83  -0.886
136 C -11.72 -2.57 -0.62  0.813
137 F -10.51 -2.39 -0.07  -0.294
138 F -12.56 -2.61 0.40  -0.278
139 F -11.71 -3.73 -1.20  -0.287
140 C -9.88 -0.96 -2.66  -0.164
141 C -9.46 -0.40 -4.07  -1.142
142 H -8.47 0.05 -3.96  0.337
143 H -9.48 -1.19 -4.82  0.261
144 H -10.17 0.25 -4.56  0.328
145 H -9.26 -1.84 -2.52  0.221
146 H -9.53 -0.25 -1.90  0.283
147 H -11.47 -0.52 -0.87  0.173
148 C 6.80 6.90 8.37  0.007
149 O 6.83 7.49 9.69  -0.222
150 O 6.08 5.69 8.54  -0.901
151 C 6.28 7.90 7.27  0.694
152 F 7.16 8.84 6.82  -0.284
153 F 5.71 7.41 6.15  -0.302
154 F 5.30 8.58 7.85  -0.266
155 C 7.63 8.62 9.95  -0.096
156 C 7.30 9.23 11.39  -1.175
157 H 7.94 8.89 12.20  0.295
158 H 7.47 10.31 11.36  0.328
159 H 6.33 8.95 11.80  0.327
160 H 7.44 9.45 9.28  0.226
161 H 8.68 8.36 10.03  0.237
162 H 7.81 6.74 7.98  0.150
163 B -2.55 0.56 7.51  0.574
164 F -1.98 1.31 6.49  -0.437
165 F -3.74 0.97 7.94  -0.374
166 F -2.64 -0.74 7.14  -0.395
167 F -1.80 0.74 8.57  -0.364
168 B 3.71 9.46 -2.86  0.563
169 F 4.88 9.48 -3.58  -0.417
170 F 3.91 9.99 -1.65  -0.363
171 F 2.87 10.29 -3.53  -0.422
172 F 3.12 8.29 -2.83  -0.360
173 B -6.27 -6.86 4.16  0.614
174 F -6.95 -5.89 4.95  -0.411
175 F -5.77 -7.98 4.88  -0.412
176 F -7.22 -7.41 3.31  -0.400
177 F -5.27 -6.22 3.51  -0.384

Values from the calculation:
charge: +3
molar mass: 1356.59 g/mol
LUMO: -6.69 eV
HOMO energy: -7.00 eV
Kohn-Sham gap: 0.314 eV

***

The following is a DFT calculation (ωB97M-V with the def2-TZVPD basis set) of a molecular structure, C44H47Br2MoN2O6Se.

Each line ends with the Löwdin spin population.
Geometry (Å):
1 Mo 0.09 0.88 0.51  1.649
2 O 1.17 -2.66 -0.63  0.001
3 C 1.00 -2.32 -1.99  0.000
4 C 0.76 -0.80 -2.08  0.011
5 O 0.62 -0.27 -3.15  0.026
6 O 0.76 -0.16 -0.92  0.042
7 C 2.29 -2.59 -2.77  0.000
8 C 3.49 -2.69 -2.09  0.000
9 C 4.69 -2.84 -2.77  0.000
10 C 4.70 -2.89 -4.16  0.000
11 C 3.50 -2.79 -4.85  0.000
12 C 2.30 -2.64 -4.17  0.000
13 C -0.23 -3.05 -2.54  0.000
14 C -0.12 -4.40 -2.86  0.000
15 C -1.23 -5.12 -3.28  0.000
16 C -2.46 -4.50 -3.37  0.000
17 C -2.58 -3.16 -3.04  0.000
18 C -1.47 -2.43 -2.63  0.000
19 H 1.34 -3.61 -0.58  0.000
20 H 3.49 -2.62 -1.00  0.000
21 H 5.62 -2.90 -2.22  0.000
22 H 5.63 -3.00 -4.70  0.000
23 H 3.49 -2.82 -5.94  0.000
24 H 1.37 -2.54 -4.71  0.000
25 H 0.85 -4.89 -2.79  0.000
26 H -1.12 -6.17 -3.53  0.000
27 H -3.33 -5.06 -3.71  0.000
28 H -3.54 -2.67 -3.11  0.000
29 H -1.58 -1.39 -2.36  0.000
30 C -1.79 4.75 1.32  0.009
31 C -1.47 3.39 0.80  0.039
32 N -0.69 2.59 1.45  -0.042
33 O -0.12 3.14 2.59  -0.011
34 C -1.92 2.88 -0.45  -0.031
35 C -2.90 3.54 -1.36  -0.007
36 N -1.35 1.72 -0.77  0.039
37 O -1.68 1.11 -1.82  0.118
38 H -2.15 4.69 2.34  0.002
39 H -2.53 5.24 0.69  0.000
40 H -0.87 5.34 1.33  0.003
41 H 0.43 2.39 2.89  0.001
42 H -2.47 4.43 -1.83  -0.002
43 H -3.80 3.85 -0.82  -0.001
44 H -3.18 2.84 -2.14  0.000
45 C 3.11 -3.98 6.14  0.000
46 C 3.34 -2.48 6.43  0.001
47 C 2.84 -2.18 7.84  0.000
48 C 4.84 -2.19 6.38  0.000
49 C 2.60 -1.66 5.37  0.006
50 C 3.09 -1.56 4.08  -0.001
51 C 2.41 -0.82 3.14  0.005
52 Br 3.18 -0.68 1.42  0.006
53 C 1.20 -0.15 3.40  0.002
54 O 0.65 0.60 2.44  0.041
55 C 0.66 -0.28 4.69  0.006
56 C 1.40 -1.01 5.63  -0.001
57 C -0.64 0.39 5.19  0.001
58 C -1.74 0.53 4.13  0.000
59 C -0.29 1.78 5.75  0.000
60 C -1.28 -0.43 6.34  0.000
61 H 3.63 -4.60 6.88  0.000
62 H 3.49 -4.24 5.15  0.000
63 H 2.05 -4.22 6.17  0.000
64 H 3.45 -2.72 8.57  0.000
65 H 1.80 -2.50 7.98  0.000
66 H 2.90 -1.11 8.07  0.000
67 H 5.36 -2.71 7.19  0.000
68 H 5.03 -1.12 6.49  0.000
69 H 5.29 -2.51 5.44  0.000
70 H 4.01 -2.06 3.78  0.000
71 H 1.00 -1.07 6.63  0.000
72 H -1.38 0.95 3.20  0.000
73 H -2.52 1.19 4.52  0.000
74 H -2.19 -0.44 3.90  0.000
75 H -0.02 2.47 4.96  0.000
76 H 0.54 1.71 6.46  0.000
77 H -1.16 2.20 6.28  0.000
78 H -1.30 -1.49 6.10  0.000
79 H -2.31 -0.10 6.47  0.000
80 H -0.77 -0.29 7.29  0.000
81 Br -4.03 -4.57 1.35  0.003
82 C -2.94 -3.02 1.15  0.012
83 C -3.45 -1.92 0.48  -0.003
84 C -2.64 -0.79 0.33  0.012
85 C -1.35 -0.71 0.86  -0.007
86 C -0.90 -1.85 1.53  0.015
87 C -1.67 -3.00 1.68  -0.002
88 H -4.45 -1.95 0.06  0.000
89 H -3.06 0.04 -0.23  0.000
90 H 0.11 -1.88 1.94  0.001
91 H -1.27 -3.87 2.19  0.000
92 Se 1.92 2.90 0.12  0.043
93 C 3.24 2.63 -1.24  0.006
94 C 3.11 1.71 -2.28  0.003
95 C 4.13 1.55 -3.22  0.000
96 C 5.29 2.30 -3.14  0.003
97 C 5.43 3.23 -2.11  0.000
98 C 4.41 3.39 -1.17  0.003
99 H 2.20 1.16 -2.39  0.000
100 H 4.00 0.82 -4.02  0.000
101 H 6.09 2.16 -3.86  0.000
102 H 6.33 3.83 -2.04  0.000
103 H 4.53 4.11 -0.37  0.000

Values from the calculation:
charge: -1
relative energy (zero: lowest compared OMol25 entry of this formula, charge and spin): 0.568 eV
molar mass: 1034.58 g/mol
spin multiplicity: 3
LUMO (spin up / spin down): 2.22 / 1.67 eV
HOMO energy (spin up / spin down): -4.38 / -4.45 eV
expectation value of S²: 2.041
Kohn-Sham gap (spin up / spin down): 6.602 / 6.126 eV